Formula: C10H11NO
Source: the OMol25 dataset
Level of theory: ωB97M-V/def2-TZVPD

Calculated values
LUMO = 0.6 eV
energy above the lowest of the compared OMol25 structures with the same formula, charge and spin = 458.0 kJ/mol
HOMO-LUMO gap = 9.790 eV

Structure (XYZ):
```
23
Properties=species:S:1:pos:R:3:mulliken_charge:R:1
C 1.39355 1.32573 2.37689 -0.44
C 1.01087 1.26548 1.02779 -0.50
C 1.12438 0.24431 3.11252 -0.28
C 0.21102 -0.93961 1.46032 -0.33
C 0.35565 0.14095 0.51297 0.25
C -2.84216 0.19722 -0.37202 -0.73
C 1.06906 -1.06165 -2.93252 -1.08
C -1.82368 -0.48934 -0.88687 -0.35
C 0.67982 -0.97617 -1.69976 -0.49
C -0.01895 0.11647 -0.94595 1.36
N 0.65054 -0.89764 2.68766 -0.66
O 0.11989 1.34197 -1.40010 -0.57
H 1.80157 2.21076 2.93387 0.32
H 0.99241 2.16296 0.47073 0.42
H 1.37895 0.21950 4.12594 0.41
H -0.23871 -1.87142 1.18536 0.47
H -3.82957 -0.14389 -0.20892 0.30
H -2.75123 1.22372 -0.20770 0.27
H 1.56432 -1.97047 -3.07652 0.31
H 0.77944 -0.46889 -3.70322 0.37
H -2.06893 -1.41134 -1.42096 0.34
H 1.10780 -1.77476 -1.02540 0.16
H -0.66603 1.55614 -2.01413 0.47
```